Run a
A gas-phase ion, C5H9BrN3 (charge +1), computed with ωB97M-V/def2-TZVPD.

Properties
Net charge: +1

Atoms and positions in Å:
H (-1.94042, -2.60546, 0.51860)
N (-1.30537, -2.29112, -0.21992)
C (-0.65038, -1.27101, -0.15631)
C (0.30191, -1.05978, -1.27118)
C (1.52034, -0.18523, -0.83307)
N (1.01523, 1.06231, -0.29300)
C (-0.03614, 1.13550, 0.49672)
N (-0.65515, 2.23546, 0.96632)
C (-0.71237, -0.14640, 0.88034)
Br (0.05122, -1.00044, 2.55195)
H (0.75085, -1.94484, -1.61851)
H (-0.08456, -0.64777, -2.13868)
H (2.05796, -0.68301, 0.09562)
H (2.20829, -0.07581, -1.65033)
H (1.25732, 2.06277, -0.74049)
H (-1.36990, 2.18875, 1.70159)
H (-0.53509, 3.24111, 0.80141)
H (-1.87376, -0.01504, 0.90894)

Here are the natural (NBO) charges for atoms 1 to 2, given in e:
1 H 0.370
2 N -0.548

***

Run b
2 unconnected molecules or ions with the total composition C5H9BrN3, computed with ωB97M-V/def2-TZVPD.

Properties
Net charge: +1

Atoms and positions in Å:
C (-1.88609, -0.30132, -1.19111)
C (-0.58224, -0.69698, -1.17186)
C (-0.88835, 0.43594, 0.67652)
C (-0.98671, 1.01557, 2.08887)
C (2.24784, 0.06149, -0.53902)
N (0.10788, -0.21085, -0.08391)
N (-2.06794, 0.36366, -0.00459)
N (2.71664, -1.17135, -0.59379)
Br (0.40050, -1.38460, -2.66721)
H (-2.69915, -0.26740, -1.86508)
H (-0.49565, 0.41235, 2.87714)
H (-0.46117, 2.01773, 2.22666)
H (-2.05659, 1.11710, 2.40720)
H (1.99498, 0.57147, 0.35115)
H (1.75026, 0.35752, -1.39065)
H (-2.91800, 0.89111, 0.22504)
H (3.16631, -1.53819, 0.17388)
H (2.65748, -1.67322, -1.51922)

Here are the natural (NBO) charges for atoms 1 to 2, given in e:
1 C -0.102
2 C 0.040

***

run a wins, 0.298 eV ahead of the next structure.

***

Run a
A single C4H4ClNS molecule, computed with ωB97M-V/def2-TZVPD.

Atoms and positions in Å:
S (2.20471, -0.27742, -1.32982)
C (0.69540, -0.07266, -0.43902)
C (-0.07207, -1.03835, 0.14674)
N (-1.13573, -0.41927, 0.74898)
C (-1.07473, 0.92669, 0.51292)
C (0.05228, 1.15571, -0.21064)
Cl (0.56971, 2.73126, -0.65553)
H (2.34178, -1.60713, -1.13199)
H (0.04571, -2.12304, 0.15656)
H (-1.82038, -0.91647, 1.32108)
H (-1.80668, 1.64068, 0.88073)

Here are the natural (NBO) charges for atoms 1 to 2, given in e:
1 S 0.042
2 C -0.262

***

Run b
A single C4H4ClNS molecule, computed with ωB97M-V/def2-TZVPD.

Atoms and positions in Å:
C (-1.79041, 0.15965, 0.54323)
S (-1.07318, -0.87836, -0.70265)
C (0.58512, -0.17123, -0.57390)
C (0.93491, 1.20368, -0.56126)
N (1.12076, 2.33465, -0.53647)
C (1.56909, -1.07806, -0.41856)
Cl (3.15229, -0.51685, -0.03075)
H (-2.01032, 1.17726, 0.22469)
H (-1.19327, 0.21209, 1.45988)
H (-2.71449, -0.31391, 0.82752)
H (1.41951, -2.12893, -0.23174)

Here are the natural (NBO) charges for atoms 1 to 2, given in e:
1 C -0.768
2 S 0.296

***

run a wins, 0.999 eV ahead of the next structure.

***

Run a
A single C23H30N4O3 molecule, computed with ωB97M-V/def2-TZVPD.

Atoms and positions in Å:
C (0.65365, 3.71497, -2.52809)
C (1.60009, 3.02125, -1.59980)
C (2.73484, 3.64252, -1.16216)
C (3.62500, 2.97361, -0.27816)
N (4.73372, 3.60122, 0.23433)
C (5.47103, 4.61341, -0.48925)
C (6.58979, 3.95100, -1.30786)
O (7.45162, 3.20523, -0.48089)
C (6.74224, 2.21105, 0.23197)
C (5.62595, 2.82906, 1.07893)
N (3.38026, 1.75448, 0.15691)
C (2.26663, 1.11946, -0.25073)
C (2.03160, -0.18608, 0.22918)
C (0.92624, -0.88260, -0.16445)
C (-0.00465, -0.31177, -1.05648)
N (-1.10251, -1.09858, -1.41159)
C (-2.19290, -0.75888, -2.13696)
O (-2.39672, 0.32629, -2.64436)
C (-3.19437, -1.90536, -2.25958)
C (-4.01953, -2.07635, -0.97898)
C (-3.27293, -2.83161, 0.10805)
O (-2.15468, -3.29933, -0.07164)
N (-3.91222, -2.96690, 1.28448)
C (-5.22469, -2.41871, 1.56671)
C (-5.79984, -3.02300, 2.84741)
C (-5.57975, -4.53206, 2.83270)
C (-4.07700, -4.85038, 2.85607)
C (-3.25619, -3.64673, 2.38347)
C (0.20072, 0.96113, -1.53911)
C (1.33065, 1.69668, -1.14797)
H (0.99802, 4.72308, -2.74723)
H (-0.33906, 3.77191, -2.08471)
H (0.56865, 3.16324, -3.46322)
H (2.93748, 4.65428, -1.47805)
H (4.82231, 5.18730, -1.14694)
H (5.91867, 5.29244, 0.24487)
H (7.21174, 4.70174, -1.79894)
H (6.13697, 3.29565, -2.06954)
H (7.47875, 1.70604, 0.85827)
H (6.29946, 1.48863, -0.46960)
H (5.04523, 2.04918, 1.56794)
H (6.05896, 3.50689, 1.82133)
H (2.75132, -0.61312, 0.91018)
H (0.74617, -1.88345, 0.20305)
H (-1.12706, -2.02510, -0.98660)
H (-3.86358, -1.66443, -3.08615)
H (-2.66949, -2.83596, -2.48071)
H (-4.32062, -1.09693, -0.60018)
H (-4.92861, -2.63640, -1.21577)
H (-5.16802, -1.32538, 1.65612)
H (-5.89926, -2.65473, 0.73751)
H (-6.86473, -2.79212, 2.89437)
H (-5.32716, -2.58693, 3.72794)
H (-6.07868, -4.99433, 3.68447)
H (-6.03167, -4.93813, 1.92545)
H (-3.87310, -5.70788, 2.21468)
H (-3.75506, -5.10749, 3.86563)
H (-3.11320, -2.93494, 3.20322)
H (-2.27462, -3.96435, 2.02942)
H (-0.51589, 1.38829, -2.21895)

Here are the natural (NBO) charges for atoms 1 to 2, given in e:
1 C -0.644
2 C 0.072

***

Run b
A single C23H30N4O3 molecule, computed with ωB97M-V/def2-TZVPD.

Atoms and positions in Å:
C (-9.06617, -2.10465, -0.02060)
O (-7.76823, -1.57502, 0.19621)
C (-7.53343, -0.36730, -0.34286)
O (-8.36373, 0.24207, -0.97322)
C (-6.16045, 0.11903, -0.07714)
C (-5.79100, 1.36218, -0.58445)
C (-4.51861, 1.85193, -0.36558)
C (-3.59732, 1.11412, 0.36747)
C (-2.21502, 1.64475, 0.63373)
N (-1.21979, 0.59192, 0.55445)
C (0.06117, 0.99089, 1.09737)
C (0.98981, -0.21716, 1.17000)
C (1.18557, -0.81045, -0.22977)
N (2.02137, -1.98608, -0.18285)
N (1.49065, -3.21290, -0.13129)
C (2.50497, -4.04790, -0.04387)
C (3.73028, -3.37060, -0.02699)
C (3.37751, -2.03934, -0.11025)
N (4.14481, -0.88639, -0.12265)
C (5.50711, -0.82674, -0.03346)
O (6.21935, -1.79865, 0.05001)
C (6.03322, 0.60110, -0.04493)
C (5.73396, 1.31877, -1.37891)
C (5.29434, 2.72942, -0.98506)
C (4.54213, 2.51889, 0.32524)
C (5.39468, 1.47906, 1.05661)
C (-0.18575, -1.15032, -0.80710)
C (-1.06933, 0.09142, -0.79948)
C (-3.97110, -0.12596, 0.87668)
C (-5.23844, -0.62517, 0.65612)
H (-9.08646, -3.07298, 0.47282)
H (-9.82304, -1.44120, 0.40338)
H (-9.25790, -2.21426, -1.09019)
H (-6.51633, 1.92576, -1.15148)
H (-4.23715, 2.81547, -0.76598)
H (-2.19212, 2.04847, 1.65238)
H (-1.99319, 2.47729, -0.05931)
H (0.53363, 1.78641, 0.48663)
H (-0.09527, 1.38955, 2.10287)
H (1.94575, 0.07489, 1.61045)
H (0.53760, -0.97908, 1.80546)
H (1.66849, -0.06754, -0.88289)
H (2.32954, -5.10383, 0.00405)
H (4.71926, -3.76917, 0.03689)
H (3.64406, -0.01257, -0.18394)
H (7.11112, 0.52717, 0.11042)
H (4.92902, 0.81200, -1.91577)
H (6.60511, 1.32719, -2.03104)
H (6.16928, 3.35534, -0.80683)
H (4.68396, 3.20307, -1.75281)
H (3.53712, 2.13732, 0.12528)
H (4.43663, 3.43793, 0.89982)
H (6.18194, 1.98472, 1.61556)
H (4.81695, 0.88923, 1.76901)
H (-0.63619, -1.93018, -0.19562)
H (-0.08089, -1.53179, -1.82275)
H (-0.63351, 0.86408, -1.46308)
H (-2.05942, -0.16184, -1.18316)
H (-3.24590, -0.69409, 1.43821)
H (-5.52466, -1.58826, 1.04818)

Here are the natural (NBO) charges for atoms 1 to 2, given in e:
1 C -0.258
2 O -0.508

***

run a wins, 0.889 eV ahead of the next structure.

***

Run a
A single C4H10O molecule, computed with ωB97M-V/def2-TZVPD.

Atoms and positions in Å:
C (1.85537, -0.24716, 1.35517)
C (1.22774, 0.00233, -0.01366)
C (-0.28840, 0.05100, 0.05478)
O (-0.78954, 0.34986, -1.22538)
C (-2.18233, 0.20975, -1.30801)
H (1.41045, -1.12363, 1.84184)
H (2.93197, -0.42594, 1.27083)
H (1.71034, 0.61121, 2.02089)
H (1.51087, -0.78863, -0.71815)
H (1.59194, 0.94635, -0.43590)
H (-0.62315, 0.81084, 0.78467)
H (-0.67605, -0.92309, 0.40382)
H (-2.48681, 0.55962, -2.29744)
H (-2.49119, -0.84153, -1.19063)
H (-2.70120, 0.80902, -0.54283)

Here are the natural (NBO) charges for atoms 1 to 2, given in e:
1 C -0.608
2 C -0.413

***

Run b
2 unconnected molecules or ions with the total composition C4H10O, computed with ωB97M-V/def2-TZVPD.

Atoms and positions in Å:
C (-0.51215, -0.91531, -1.75669)
C (0.00152, 0.44197, -1.37105)
C (0.98746, 0.62703, -0.49821)
O (1.65124, -0.42503, 0.06794)
H (-0.50162, -1.59964, -0.90112)
H (0.10493, -1.37113, -2.53674)
H (-1.53621, -0.85790, -2.13429)
H (-0.47698, 1.32960, -1.77564)
H (1.27059, 1.61828, -0.14690)
H (2.03718, -0.14372, 0.90526)
C (-0.60743, 0.25660, 2.03144)
H (-0.69107, 0.41936, 0.95928)
H (-1.46342, 0.71572, 2.52548)
H (-0.57578, -0.81690, 2.22726)
H (0.31173, 0.72107, 2.40398)

Here are the natural (NBO) charges for atoms 1 to 2, given in e:
1 C -0.653
2 C -0.289

***

run a wins, 0.474 eV ahead of the next structure.

***

Run a
2 unconnected molecules or ions with the total composition C4H10O, computed with ωB97M-V/def2-TZVPD.

Atoms and positions in Å:
C (-1.41563, -0.89715, 0.46386)
C (-0.55823, -1.12114, -0.51388)
C (0.71024, -0.36790, -0.81834)
C (0.68139, 0.22583, -2.21335)
H (-2.24644, -1.57070, 0.56420)
H (-1.36504, -0.06338, 1.15440)
H (-0.66148, -1.95908, -1.20219)
H (0.92620, 0.36535, -0.03001)
H (1.56145, -1.05598, -0.71586)
H (-0.13768, 0.93818, -2.28220)
H (1.58610, 0.73183, -2.53955)
H (0.40100, -0.51476, -2.94210)
O (0.22871, 1.56559, 2.67959)
H (0.98103, 2.15940, 2.51984)
H (0.40889, 0.90520, 1.99823)

Here are the natural (NBO) charges for atoms 1 to 2, given in e:
1 C -0.405
2 C -0.163

***

Run b
2 unconnected molecules or ions with the total composition C4H10O, computed with ωB97M-V/def2-TZVPD.

Atoms and positions in Å:
C (1.55685, 0.37650, 2.56316)
C (1.71907, -0.35084, 1.45905)
C (1.16617, 0.16524, 0.13490)
C (-0.04446, -0.65816, -0.42986)
H (2.14253, 0.17674, 3.44708)
H (0.78570, 1.13024, 2.64046)
H (1.82397, -1.43596, 1.47098)
H (0.78021, 1.19198, 0.23977)
H (1.97984, 0.01696, -0.57486)
H (-0.52248, -1.25765, 0.34008)
H (-0.71476, 0.04312, -0.93482)
H (0.40764, -1.35838, -1.14934)
O (-3.35030, 0.32484, -2.79988)
H (-4.02949, 0.99713, -2.88686)
H (-2.46548, 0.70094, -2.75471)

Here are the natural (NBO) charges for atoms 1 to 2, given in e:
1 C -0.402
2 C -0.174

***

Run c
2 unconnected molecules or ions with the total composition C4H10O, computed with ωB97M-V/def2-TZVPD.

Atoms and positions in Å:
C (-0.21550, -3.17338, -1.26771)
C (0.54126, -2.09510, -1.28002)
C (0.02659, -0.68692, -1.33756)
C (0.00000, 0.00000, 0.00000)
H (0.29570, -4.14287, -1.26883)
H (-1.30963, -3.17442, -1.20381)
H (1.63582, -2.18110, -1.29176)
H (0.78248, -0.19614, -1.98038)
H (-0.96113, -0.55702, -1.82023)
H (0.98297, -0.17466, 0.46890)
H (-0.77665, -0.47271, 0.62447)
H (-0.18681, 1.08662, -0.03120)
O (4.44496, 1.71979, -2.63792)
H (5.36003, 2.02951, -2.45088)
H (4.42619, 0.79110, -2.31320)

Here are the natural (NBO) charges for atoms 1 to 2, given in e:
1 C -0.404
2 C -0.168

***

run a wins, 0.099 eV ahead of the next structure.

***

Run a
2 unconnected molecules or ions with the total composition C4H10O, computed with ωB97M-V/def2-TZVPD.

Atoms and positions in Å:
C (2.07745, -0.08179, -0.46359)
O (1.25770, -0.00119, 0.55827)
C (0.25354, 0.78638, 0.73130)
C (-1.07462, -0.84770, -1.56024)
C (-0.62763, 0.56660, 1.90825)
H (0.00936, -0.88692, -1.39617)
H (2.91469, -0.74482, -0.31585)
H (2.02514, 0.68526, -1.22905)
H (0.05864, 1.52820, -0.04020)
H (-1.59953, -1.20773, -0.67120)
H (-1.32493, -1.48346, -2.41288)
H (-1.38501, 0.17915, -1.77234)
H (-1.64784, 0.28728, 1.60619)
H (-0.71144, 1.46444, 2.53431)
H (-0.22554, -0.24370, 2.52319)

Here are the natural (NBO) charges for atoms 1 to 2, given in e:
1 C -0.214
2 O -0.358

***

Run b
3 unconnected molecules or ions with the total composition C4H10O, computed with ωB97M-V/def2-TZVPD.

Atoms and positions in Å:
H (0.03613, -2.93581, -0.75863)
H (0.60117, -2.45909, -0.65868)
C (1.23233, 1.75624, -0.50133)
C (1.12010, 0.29634, -0.85494)
O (1.87470, -0.54978, -0.43451)
H (0.24714, 2.22830, -0.44097)
H (1.77153, 1.86791, 0.44222)
H (1.79829, 2.26765, -1.28997)
H (0.30350, 0.02697, -1.55647)
C (-1.79488, -0.96268, 0.77666)
C (-1.20207, 0.13091, 1.24209)
H (-2.63626, -0.91185, 0.08969)
H (-1.45739, -1.95589, 1.05990)
H (-1.53865, 1.12682, 0.96226)
H (-0.35562, 0.07396, 1.92268)

Here are the natural (NBO) charges for atoms 1 to 2, given in e:
1 H -0.034
2 H 0.027

***

Run c
2 unconnected molecules or ions with the total composition C4H10O, computed with ωB97M-V/def2-TZVPD.

Atoms and positions in Å:
C (-1.61066, 0.31486, 0.54114)
C (-0.64810, 0.73588, 1.46738)
C (0.15935, -0.26351, 2.08954)
H (-2.31713, 1.10512, 0.28416)
H (-1.65011, -0.70478, 0.23705)
H (-0.51451, 1.80698, 1.78060)
H (-0.00172, -0.52680, 3.12468)
H (0.30010, -1.20765, 1.54812)
H (1.17100, 0.12576, 2.24199)
C (0.66650, -0.47365, -2.48632)
O (1.13824, 0.72010, -1.92310)
H (0.35767, -0.36748, -3.53530)
H (1.71079, -1.02549, -2.58257)
H (0.05290, -1.00231, -1.82972)
H (1.18567, 0.76297, -0.95763)

Here are the natural (NBO) charges for atoms 1 to 2, given in e:
1 C -0.413
2 C -0.182

***

run b wins, 0.067 eV ahead of the next structure.